Record 1
# C33H29BFFeN7O9

C33H29BFFeN7O9 as an isolated structure (ωB97M-V with the def2-TZVPD basis set, the Open Molecules 2025 dataset).

Geometry (Å):
Fe -2.1766 -0.1828 2.4413
F 0.9212 1.1471 -3.3542
O -4.4249 1.8146 7.2721
O -3.6401 -0.7362 3.6910
O -4.5244 -0.2436 5.6969
O -3.4187 3.7920 7.3202
O -3.6951 0.4098 -0.2060
O -3.1478 2.3072 0.9538
O -0.6207 0.2666 1.2217
O -0.7707 -1.0474 3.7413
O 1.2533 -1.4483 4.6287
N 5.2185 -0.6420 -5.1592
N 3.2482 -0.9961 1.1514
N -2.1694 1.3605 3.6586
N 3.5474 0.1465 -3.5574
N -4.0202 -5.6094 -2.1935
N -1.5863 2.5528 3.7761
N -2.5571 -1.8695 1.3619
C 2.4724 -1.1510 2.2620
C -3.9090 1.4964 -0.9950
C -3.5759 2.6481 -0.2902
C -1.6581 -2.5602 0.6615
C 2.6880 -0.4791 0.0024
C 4.5533 1.1911 -3.6798
C 0.4801 -1.1257 3.7233
C -1.9964 3.2007 4.8836
C -4.3679 1.5483 -2.2923
C -2.9685 1.2313 4.6996
C -1.9935 -3.5334 -0.2598
C 5.7084 0.6384 -4.5508
C -4.1553 3.9624 -2.1736
C 2.8582 -0.0623 -4.8230
C 1.3558 -0.0408 0.0412
C -3.6921 3.8980 -0.8569
C -3.7278 -4.8131 -1.4185
C -4.2805 -3.1608 0.3278
C -3.8471 -2.1942 1.2163
C 0.7612 0.4924 -1.1020
C 4.6298 -1.4683 1.1948
C 3.3859 -0.4170 -1.2127
C -2.8991 2.3785 5.5193
C -3.6026 2.7230 6.7827
C -4.4860 2.8119 -2.8774
C 0.5367 -0.1678 1.2630
C 3.9286 -0.4096 -5.8871
C -3.7842 -0.0245 4.7258
C 4.7714 -2.9051 0.7148
C 2.7922 0.1109 -2.3432
C 1.4810 0.5830 -2.2597
C 1.1675 -0.8068 2.3771
C -3.3386 -3.8275 -0.4448
B -3.1845 0.8728 1.0585
H -4.5339 -1.6391 1.8391
H -0.2650 0.8368 -1.0484
H 4.9240 1.4534 -2.6931
H 4.3976 -3.0224 -0.3039
H 5.2496 -0.7869 0.6108
H 2.1528 -0.8827 -4.7068
H -5.3351 -3.3737 0.2313
H 4.1026 0.4105 -6.5804
H 2.3010 0.8143 -5.1597
H 6.6009 0.4065 -3.9734
H 4.9797 -1.2453 -4.3625
H -1.6508 4.1854 5.1450
H -0.6182 -2.3357 0.8558
H 4.3880 -0.8154 -1.2980
H 5.9243 -1.0897 -5.7392
H -0.9629 2.8658 3.0535
H -4.8504 2.8948 -3.8935
H -4.2660 4.9284 -2.6496
H 4.9626 -1.3772 2.2272
H -1.2266 -4.0552 -0.8142
H 2.9499 -1.5820 3.1354
H -4.5078 1.0030 6.6747
H 5.8166 -3.2150 0.7397
H -4.6324 0.6446 -2.8260
H 3.6844 -1.3044 -6.4538
H -3.4424 4.7897 -0.2969
H 4.1410 2.0994 -4.1357
H 5.9740 1.3073 -5.3661
H 4.2021 -3.5768 1.3571

Output
Largest force on an atom in Eh/bohr: 0.006
Kohn-Sham gap in Ha: 0.1573
LUMO energy in eV: -2.11



Record 2
# C33H29BFIrN2O2P2Se

C33H29BFIrN2O2P2Se as an isolated structure at a distorted geometry (ωB97M-V with the def2-TZVPD basis set, the Open Molecules 2025 dataset).

Geometry (Å):
Ir 0.2748 -0.1418 0.2687
Se 4.0748 -2.9709 -1.0399
P -2.6317 -1.7416 -1.0275
P -2.9468 1.0838 -0.1094
F -0.9510 -2.6651 5.7552
O -1.1539 -1.4215 -0.9373
O -1.5272 1.1183 0.4118
N 1.8298 -1.1234 -0.6748
N 1.2845 1.6148 0.6326
C -4.3577 -5.0335 0.6444
C -2.8270 -1.1160 -5.0140
C -0.8720 -2.8834 3.4269
C -1.9017 2.3373 -3.7937
C -5.3264 4.1141 1.1558
C -2.3635 -1.2128 -3.7076
C -4.1529 -1.4042 -5.3040
C 0.2207 -0.3055 3.3049
C -0.6405 -2.1308 4.5672
C -3.5934 -0.6108 0.0006
C 1.9310 2.4301 1.1538
C -1.8690 1.9777 -2.4524
C -5.0269 -1.7924 -4.2938
C -2.2470 -5.6892 -0.3162
C -4.3734 1.6963 2.1536
C -3.4116 -6.0114 0.3709
C -3.0400 1.5630 -1.8214
C -4.5222 3.3121 0.3583
C -2.0279 -4.3855 -0.7313
C -3.0968 2.2785 -4.4957
C -2.9758 -3.3977 -0.4539
C -5.6561 3.7063 2.4398
C 2.7183 -1.8566 -0.8144
C -5.1774 2.5012 2.9420
C -4.0521 2.0955 0.8524
C -0.1007 -0.8560 4.5346
C -0.0078 -1.0380 2.1350
C -4.2681 1.8691 -3.8655
C -4.2435 1.5161 -2.5273
C -3.2408 -1.5949 -2.6966
C -0.5468 -2.3291 2.1993
C -4.1422 -3.7250 0.2335
C -4.5715 -1.8918 -2.9902
B 2.7834 3.5100 1.8637
H -1.5123 -6.4550 -0.5291
H -3.1218 2.5620 -5.5405
H 2.6767 3.2685 3.0576
H 3.9269 3.4044 1.4798
H -0.9971 2.6700 -4.2857
H -3.9828 0.7706 2.5614
H -6.2827 4.3350 3.0594
H -5.1983 1.8323 -4.4176
H -4.6520 -0.6291 -0.2691
H -3.5823 -7.0300 0.6949
H -6.0580 -2.0247 -4.5262
H -0.9451 2.0324 -1.8896
H -5.6900 5.0597 0.7756
H -5.1601 1.2058 -2.0359
H -4.8868 -2.9703 0.4597
H -1.2903 -3.8782 3.5122
H -0.7167 -2.9081 1.3002
H 0.0630 -0.3171 5.4585
H -5.2526 -2.2112 -2.2071
H 0.6439 0.6915 3.2616
H -5.2620 -5.2876 1.1816
H -4.5095 -1.3332 -6.3240
H -1.3325 -0.9867 -3.4664
H -1.1207 -4.1264 -1.2652
H 2.2539 4.5764 1.6219
H -5.4256 2.1952 3.9499
H -2.1505 -0.8181 -5.8049
H -3.4763 -0.9330 1.0393
H -4.2600 3.6340 -0.6415

Output
ΔE to the lowest compared entry with this formula, charge and spin in kJ/mol: 14.42
Largest force on an atom in Eh/bohr: 0.027
Kohn-Sham gap (spin up / spin down) in Ha: 0.2946 / 0.1785
Charge: +1
LUMO energy (spin up / spin down) in eV: -2.41 / -6.40
2S+1: 6



Record 3
# C33H29ClN5O3Zn

C33H29ClN5O3Zn as an isolated structure at a distorted geometry (ωB97M-V with the def2-TZVPD basis set, the Open Molecules 2025 dataset).

Geometry (Å):
Zn 0.0983 -0.6102 0.6058
Cl -0.8675 0.0206 9.7187
O -0.0659 -1.6782 -1.3947
O 0.2283 -3.7912 2.5250
O -0.2262 -6.4297 -1.0817
N 0.0720 1.3596 0.4839
N -0.0221 -5.0565 0.6802
N 2.1079 -0.2788 0.8210
N 0.0744 -2.7110 0.5389
N -1.8531 -0.3075 1.1334
C 0.1048 -3.8028 1.3241
C -3.8686 2.7477 0.7811
C 2.3823 1.0409 0.7495
C -2.2013 0.9763 0.9132
C 3.0852 -1.1441 1.0531
C 0.1324 0.3377 5.2757
C 2.4379 -4.1522 -1.7680
C -0.4696 -1.0008 7.2337
C 3.9417 2.9137 0.8944
C 3.7106 1.5309 0.9032
C -2.7753 -1.1835 1.5039
C 2.8681 3.7748 0.8380
C -4.4983 0.4632 1.4829
C -0.1557 -0.9138 5.9035
C 1.2764 1.9514 0.6098
C -2.6603 -4.0051 -1.5371
C -0.2183 1.3908 7.4589
C 0.4653 0.4353 3.9489
C -3.5426 1.4153 1.0706
C 4.7358 0.5806 1.1009
C 4.4156 -0.7560 1.1826
C -0.1129 -4.0728 -1.5438
C -0.0327 -2.7514 -0.7872
C -0.4917 0.1473 8.0210
C -2.9010 3.5900 0.2809
C 1.5645 3.3186 0.7173
C -0.1278 -5.3004 -0.6492
C -1.1726 1.8951 0.5134
C 1.0986 -4.2035 -2.4905
C -1.4025 -4.1065 -2.3900
C -4.1084 -0.8410 1.6875
C -1.5825 3.1789 0.1351
C 0.0764 1.4857 6.1249
H 3.0453 4.8404 0.8909
H 0.7685 4.0433 0.7396
H -5.5207 0.7773 1.6302
H -0.7087 -1.9572 7.6786
H 2.7920 -2.1795 1.1673
H -1.3646 -3.2767 -3.0962
H 0.9982 -5.1585 -3.0123
H -0.1336 -1.8118 5.3018
H 2.5623 -3.2002 -1.2568
H 0.6867 1.3921 3.5115
H 2.5170 -4.9535 -1.0367
H -0.2408 2.2777 8.0755
H 5.1684 -1.5081 1.3712
H -2.4339 -2.1963 1.6588
H -3.1676 4.6001 -0.0084
H -2.6615 -3.0796 -0.9640
H 5.7537 0.9205 1.2183
H -0.0301 -5.8611 1.2972
H 3.2471 -4.2653 -2.4864
H -4.8849 3.0851 0.9265
H -2.7203 -4.8446 -0.8467
H -3.5440 -4.0224 -2.1719
H -0.8798 3.8665 -0.3074
H 1.0496 -3.3935 -3.2189
H 4.9520 3.2871 0.9786
H -4.8200 -1.5964 1.9828
H 0.2859 2.4529 5.6889
H -1.4087 -5.0492 -2.9434
H 0.5212 -0.4345 3.3131

Output
ΔE to the lowest compared entry with this formula, charge and spin in kJ/mol: 178.99
Largest force on an atom in Eh/bohr: 0.021
Kohn-Sham gap in Ha: 0.1281
Charge: -1
LUMO energy in eV: 1.84



Record 4
# C33H29IrN5O9S4

C33H29IrN5O9S4 as an isolated structure at a distorted geometry (ωB97M-V with the def2-TZVPD basis set, the Open Molecules 2025 dataset).

Geometry (Å):
Ir 1.3080 0.6165 0.5497
S -0.7291 0.9931 1.5048
S -2.5045 -1.7771 0.6863
S 0.7830 2.0149 -2.3519
S 1.9191 2.7071 1.1258
O 0.4347 1.0070 -1.3126
O 0.1068 1.7663 -3.5845
O 3.5261 -3.2401 5.2294
O 1.5524 -1.4381 0.0474
O 4.7938 -0.7214 -1.0058
O -1.2595 -1.2987 -0.0023
O 3.3582 -4.1428 3.2084
O 3.2005 0.6264 -0.2791
O 2.5159 -3.3104 0.7998
N 2.2475 0.3034 3.4612
N 0.8185 5.6579 3.0557
N 2.0598 -0.1629 2.2250
N 2.3798 2.0737 -2.5807
N -2.5577 3.5174 3.4802
C -1.6549 -4.3397 0.8288
C -1.6539 3.0786 2.9227
C 1.2846 4.6384 -1.6652
C 3.7132 -0.2174 -1.1698
C 2.7130 -0.6704 4.2618
C 2.9355 -0.3964 -2.4629
C -4.5321 -2.1236 -2.4351
C -0.6943 7.2069 0.3172
C -1.2080 4.8720 -0.4552
C 0.9233 5.8121 -1.0220
C 0.3596 -5.8353 2.0355
C -2.7787 -0.4840 -2.4144
C -0.5261 2.5270 2.2264
C -0.8641 3.6903 -1.0830
C -4.3619 -2.2895 -3.8023
C 0.3926 3.5791 -1.6707
C 2.3839 -1.4443 2.2249
C -0.3146 5.9434 -0.3991
C -3.8935 -1.0523 -0.2507
C 3.2679 -3.1371 4.0569
C -0.5865 -4.8106 0.0782
C 0.6142 3.2828 2.0618
C -1.7041 -4.6137 2.1934
C -0.7010 -5.3560 2.7954
C 2.9384 0.8909 -3.2933
C -3.3966 -1.5531 -4.4755
C -2.6048 -0.6508 -3.7793
C 2.8174 -1.8200 3.5089
C -2.7233 -3.5018 0.1883
C 2.1445 -2.1547 0.9296
C 0.7184 4.5983 2.6233
C 0.4141 -5.5605 0.6781
C -3.7446 -1.2173 -1.7307
H -2.6671 -3.5255 -0.8965
H -2.5328 -4.2416 2.7875
H 1.1488 -6.4048 2.5068
H 0.1742 7.8384 0.4922
H -2.1420 0.2007 -1.8687
H -3.2630 -1.6821 -5.5415
H 2.8380 2.1603 -1.6686
H 3.0916 -3.8961 2.2752
H -1.1506 6.9825 1.2816
H 2.9366 -0.5040 5.3010
H 1.9208 -0.7214 -2.2433
H 2.3717 0.7650 -4.2138
H -1.8458 -0.0745 -4.2922
H 3.4287 -1.1766 -3.0403
H -3.8680 -0.0058 0.0435
H 1.2538 -5.9057 0.0876
H 2.0709 1.2759 3.6714
H -4.9843 -2.9919 -4.3410
H -2.1789 4.9623 0.0182
H -0.7431 -5.5598 3.8574
H -4.8115 -1.4942 0.1411
H 3.9557 1.1702 -3.5624
H 2.2510 4.5440 -2.1411
H -0.5271 -4.5686 -0.9762
H -1.4190 7.7739 -0.2696
H 1.6242 6.6365 -0.9909
H -5.2885 -2.6978 -1.9116
H -1.5514 2.8554 -1.1006
H -3.7242 -3.7983 0.5160

Output
ΔE to the lowest compared entry with this formula, charge and spin in kJ/mol: 22.33
Largest force on an atom in Eh/bohr: 0.021
Kohn-Sham gap (spin up / spin down) in Ha: 0.2852 / 0.2117
LUMO energy (spin up / spin down) in eV: -1.16 / -3.28
2S+1: 2



Record 5
# C33H29N9OSbV

C33H29N9OSbV as an isolated structure at a distorted geometry (ωB97M-V with the def2-TZVPD basis set, the Open Molecules 2025 dataset).

Geometry (Å):
Sb 3.3573 -0.2000 1.3233
V 0.0618 -0.3357 0.1553
O 0.7794 3.5392 -0.5675
N -4.1192 0.1591 -1.9738
N 1.8191 0.6164 -1.2104
N 0.1576 -2.6632 -4.1045
N -2.1533 0.3028 -1.0775
N 0.8857 -2.0534 1.0491
N -0.0717 -1.4761 -1.5554
N 0.6703 1.3194 1.4798
N -4.9896 -1.3251 8.7575
N -3.3765 -0.7167 -2.6828
C 3.0475 0.2324 -0.7626
C 2.3871 2.0858 2.9898
C -2.2103 -0.5942 -2.0992
C -3.3872 0.7532 -1.0246
C 2.8550 -3.0492 2.0335
C -0.9100 -1.9644 -3.7408
C -1.1328 -3.4515 0.6166
C 1.6855 1.0207 -2.4883
C 2.1762 -1.9767 1.4811
C 0.2807 3.1759 2.9375
C 2.2002 -4.2662 2.1572
C -1.9354 -0.7192 2.6547
C 1.5346 3.0621 3.4900
C 0.3511 1.5391 -2.9451
C 1.0154 -2.1905 -1.9325
C -4.4805 -1.2217 7.7305
C -2.0001 -0.3116 5.0916
C -2.6142 -0.4321 6.3265
C 3.9949 0.5616 -2.9353
C 0.9066 -4.3532 1.7065
C -1.4784 2.5097 1.3018
C 2.7612 0.9947 -3.3682
C -1.3511 -0.5875 1.5874
C -3.8350 -1.0905 6.4324
C 1.9225 1.2328 2.0014
C 1.1149 -2.7697 -3.1822
C 0.2612 -3.2505 1.1464
C -2.5909 -0.8449 3.9397
C -4.4361 -1.6248 5.3000
C 4.1514 0.1980 -1.5999
C -0.1256 2.3188 1.9209
C -3.8185 -1.5024 4.0669
C -1.0295 -1.3850 -2.4831
H 1.9987 -3.3408 -3.4441
H 0.3613 -5.2866 1.7714
H -4.2848 -1.9212 3.1844
H -2.1541 -0.0178 7.2147
H -5.0976 0.2742 -2.1817
H -1.7215 -2.5430 0.6387
H 3.8804 -2.9313 2.3619
H -1.6378 -4.2130 1.2086
H 2.6136 1.3207 -4.3924
H 1.8189 -2.2977 -1.2249
H 3.3971 1.9839 3.3661
H -5.3882 -2.1339 5.3911
H 0.4320 2.5984 -3.1968
H 2.6958 -5.1259 2.5947
H -1.0779 -3.8188 -0.4123
H 0.0162 1.0125 -3.8423
H 0.6824 4.4950 -0.6323
H 5.1189 -0.1032 -1.2182
H -1.7100 -1.8339 -4.4633
H -1.4276 2.3533 0.2264
H -0.4093 3.9389 3.2796
H 1.8523 3.7243 4.2883
H -1.0477 0.1968 5.0040
H -0.3936 1.4495 -2.1632
H -2.1870 1.7946 1.7238
H -1.8288 3.5237 1.4942
H 4.8348 0.5238 -3.6212
H -3.7812 1.4811 -0.3267
H 1.6889 3.3693 -0.8336

Output
ΔE to the lowest compared entry with this formula, charge and spin in kJ/mol: 42.42
Largest force on an atom in Eh/bohr: 0.033
Kohn-Sham gap (spin up / spin down) in Ha: 0.2405 / 0.2586
Charge: +1
LUMO energy (spin up / spin down) in eV: -3.00 / -3.19
2S+1: 4



Record 6
# C33H30BN11NaO

C33H30BN11NaO as an isolated structure at a distorted geometry (ωB97M-V with the def2-TZVPD basis set, the Open Molecules 2025 dataset).

Geometry (Å):
Na 0.1562 0.7314 0.1598
O -2.7610 -1.3073 0.3488
N 1.1983 -1.0211 1.8323
N -2.0451 -1.7937 5.4470
N -1.0974 -2.7771 1.3564
N 0.7925 -1.6224 2.9455
N 0.8486 2.1211 -1.4393
N -1.5053 1.2022 -2.5077
N 2.1928 1.7670 0.8854
N -1.2709 0.6752 2.0521
N -1.5375 -2.2714 2.5908
N -0.8273 -1.6508 4.9214
N -0.9649 0.1226 3.2202
C -1.8935 4.8373 -3.0187
C -1.2685 2.5273 -2.4863
C -2.1863 -3.6512 0.8634
C -0.5574 -1.7168 7.1149
C -2.8059 -2.6984 2.8286
C 0.0921 -1.5861 5.9040
C -1.9040 -1.8368 6.7592
C -3.8805 -1.4241 -0.4881
C 2.9076 2.0081 -0.2316
C -1.0705 -2.3206 -1.1028
C -3.7199 1.6263 -3.3334
C 4.2960 2.8002 -2.5308
C -0.9230 1.0614 4.1803
C -1.4349 1.9682 2.2603
C -2.2334 3.4832 -2.9342
C 4.9929 1.7170 0.9678
C 2.8561 1.5593 2.0211
C -3.2336 -3.5837 1.9054
C 0.3137 4.3544 -2.1968
C 4.2355 1.4980 2.1094
C 2.1832 2.3227 -1.4216
C 2.7963 -2.4249 2.5010
C 0.0206 2.9781 -2.0475
C -0.6171 5.2520 -2.6608
C -3.5126 2.9930 -3.2895
C -2.6798 0.7850 -2.9741
C 2.9197 2.7630 -2.5414
C 5.0139 2.4209 -1.4052
C -1.2278 2.2753 3.6095
C -1.8600 -2.3544 0.1856
C 2.3983 -1.4813 1.5499
C 1.7268 -2.4941 3.3671
C 4.3344 2.0402 -0.2407
B -0.6480 -1.3753 3.4091
H -0.1271 -1.7303 8.1007
H -0.0645 -2.6908 -0.9304
H -3.2944 -2.3630 3.7248
H -3.5884 -1.4809 -1.5407
H 2.2346 1.4329 2.9014
H -1.7068 2.6256 1.4520
H -1.2838 3.2307 4.1002
H -4.6752 1.2185 -3.6487
H -0.3528 6.3052 -2.7370
H -4.4677 -0.5228 -0.3366
H 3.7196 -2.9671 2.5485
H 1.5853 -3.1132 4.2311
H -2.7688 -1.9381 7.3916
H 1.1309 -1.4221 5.6974
H -1.0147 -1.2848 -1.4343
H -1.5487 -2.9250 -1.8764
H -0.6951 0.8270 5.2009
H 6.0992 2.4439 -1.4059
H -2.6278 5.5534 -3.3747
H 1.2882 4.6973 -1.8730
H 2.3739 3.0351 -3.4358
H -1.9198 -4.5936 0.3909
H -2.7867 -0.2916 -3.0760
H 2.9288 -1.1096 0.6956
H -4.4780 -2.3126 -0.2365
H -4.1581 -4.1315 1.8789
H 4.8284 3.1332 -3.4182
H 4.7138 1.2935 3.0621
H 6.0777 1.6748 0.9980
H -4.3069 3.6903 -3.5374

Output
Largest force on an atom in Eh/bohr: 0.039
Kohn-Sham gap (spin up / spin down) in Ha: 0.0813 / 0.1593
Charge: -2
LUMO energy (spin up / spin down) in eV: 3.91 / 3.86
2S+1: 2



| no. | calculated total energy (eV) |
| --- | --- |
| 1 | -101332.147 |
| 2 | -131914.612 |
| 3 | -109230.140 |
| 4 | -106750.439 |
| 5 | -82369.050 |
| 6 | -58240.638 |